Record 1
# C58H104F36N14O29S12

A molecular structure, C58H104F36N14O29S12 in a non-equilibrium geometry (wB97M-V/def2-TZVPD, OMol25).

## Properties
Total charge: +2
Maximum force (eV Å⁻¹): 6.03
Spin multiplicity: 1

Geometry as XYZ:
```
253
C58H104F36N14O29S12 (wB97M-V/def2-TZVPD)
C 2.68 11.93 5.92
C 2.41 10.45 6.07
C 0.87 10.36 6.03
N 0.22 8.96 6.36
C 0.81 7.91 5.48
C 0.07 6.57 5.49
C -1.44 6.74 5.21
C -2.00 7.67 6.20
C -1.28 9.06 6.18
C 0.48 8.63 7.84
H 2.34 12.38 4.98
H 3.75 12.10 5.99
H 2.27 12.68 6.60
H 2.82 10.11 7.02
H 2.88 9.93 5.23
H 0.43 10.69 5.09
H 0.41 11.02 6.77
H 0.92 8.49 4.56
H 1.78 7.81 5.97
H 0.50 5.82 4.83
H 0.11 6.10 6.47
H -1.42 6.97 4.14
H -1.94 5.79 5.36
H -3.06 7.90 6.05
H -2.03 7.19 7.18
H -1.39 9.47 5.17
H -1.68 9.71 6.96
H 0.02 9.28 8.59
H 1.57 8.63 7.97
H 0.05 7.64 7.95
C 6.99 -4.01 -0.50
N 7.53 -5.17 0.23
C 8.78 -5.08 0.59
C 9.36 -5.97 1.50
C 8.59 -7.11 1.89
C 7.29 -7.20 1.36
C 6.74 -6.18 0.48
C 9.03 -8.04 2.88
C 8.20 -8.57 3.86
C 8.65 -9.45 4.82
N 9.98 -9.63 4.89
C 10.81 -9.10 3.97
C 10.35 -8.34 2.95
C 10.45 -10.53 5.97
H 7.52 -3.09 -0.25
H 5.92 -3.86 -0.31
H 7.14 -4.30 -1.54
H 9.27 -4.15 0.33
H 10.40 -5.85 1.77
H 6.66 -8.01 1.70
H 5.70 -6.29 0.19
H 7.15 -8.35 3.84
H 8.03 -10.00 5.52
H 11.85 -9.37 4.11
H 10.98 -7.91 2.19
H 10.90 -11.41 5.52
H 9.65 -10.81 6.66
H 11.19 -10.01 6.58
C 2.12 -1.39 -8.51
N 1.90 -0.25 -9.57
C 3.19 -0.16 -10.39
C 0.72 -0.52 -10.42
C 1.57 1.06 -8.84
C 0.81 2.16 -9.56
O 1.40 2.39 -10.84
H 2.53 -2.29 -8.96
H 1.09 -1.55 -8.18
H 2.74 -0.97 -7.72
H 3.90 0.20 -9.64
H 3.02 0.61 -11.14
H 3.49 -1.10 -10.86
H 0.85 -1.51 -10.86
H 0.73 0.14 -11.29
H -0.19 -0.53 -9.81
H 2.54 1.40 -8.47
H 1.00 0.76 -7.96
H 0.96 3.04 -8.93
H -0.27 2.14 -9.63
H 1.38 3.34 -10.98
C 1.25 -2.32 8.68
N 2.38 -1.83 7.75
C 2.86 -3.12 7.02
C 1.69 -0.88 6.70
C 3.35 -1.04 8.63
C 2.87 -0.03 9.70
O 2.23 1.13 9.09
H 0.75 -1.44 9.09
H 1.44 -3.18 9.32
H 0.50 -2.61 7.95
H 1.96 -3.49 6.53
H 3.20 -3.85 7.76
H 3.67 -2.98 6.31
H 0.61 -1.00 6.71
H 2.11 -1.09 5.71
H 1.92 0.15 6.94
H 3.94 -0.53 7.87
H 3.80 -1.86 9.20
H 3.73 0.16 10.34
H 2.22 -0.56 10.40
H 1.53 1.48 9.64
C -8.98 2.84 -0.95
N -8.72 1.96 -2.20
C -7.36 2.33 -2.86
C -8.71 0.52 -1.62
C -9.93 2.13 -3.12
C -9.73 1.72 -4.55
O -9.47 0.40 -4.70
H -9.00 3.92 -1.15
H -8.11 2.79 -0.29
H -9.97 2.72 -0.53
H -6.66 2.27 -2.03
H -7.39 3.37 -3.16
H -7.03 1.61 -3.61
H -9.70 0.40 -1.18
H -7.86 0.32 -0.97
H -8.70 -0.21 -2.43
H -9.91 3.22 -3.14
H -10.83 1.76 -2.64
H -9.04 2.36 -5.11
H -10.67 2.03 -5.01
H -9.65 0.10 -5.60
C -11.15 -8.21 -3.87
N -10.79 -7.16 -2.77
C -9.22 -6.80 -2.65
C -11.67 -5.86 -3.11
C -11.40 -7.62 -1.38
C -11.61 -6.50 -0.31
O -10.47 -5.76 -0.10
H -10.62 -9.09 -3.52
H -10.82 -7.68 -4.77
H -12.20 -8.47 -3.96
H -8.99 -6.16 -3.50
H -8.63 -7.71 -2.58
H -8.93 -6.21 -1.78
H -11.23 -5.01 -2.58
H -12.75 -5.97 -2.98
H -11.34 -5.61 -4.12
H -10.83 -8.51 -1.14
H -12.31 -8.13 -1.70
H -11.85 -7.10 0.57
H -12.46 -5.88 -0.57
H -10.58 -5.26 0.71
C 5.44 11.68 -1.40
N 5.27 12.84 -2.43
C 6.65 13.30 -2.88
C 4.78 12.05 -3.68
C 4.35 14.01 -1.99
C 2.81 13.64 -1.69
O 2.75 13.09 -0.30
H 5.83 12.15 -0.50
H 6.14 10.91 -1.73
H 4.44 11.28 -1.22
H 7.22 12.39 -3.08
H 7.04 13.83 -2.02
H 6.60 13.90 -3.79
H 4.43 12.82 -4.37
H 3.93 11.44 -3.37
H 5.57 11.40 -4.03
H 4.34 14.58 -2.91
H 4.92 14.54 -1.23
H 2.36 12.85 -2.29
H 2.28 14.59 -1.72
H 1.84 12.80 -0.22
C 9.99 2.56 7.65
F 10.06 1.50 8.55
F 8.74 2.92 7.40
F 10.70 3.55 8.15
S 10.75 1.86 5.93
O 12.20 1.93 6.01
O 10.26 0.51 5.70
N 10.41 3.07 4.73
S 9.17 2.53 4.04
O 9.36 1.61 2.92
O 8.08 2.12 4.92
C 8.44 4.15 3.10
F 9.44 4.65 2.30
F 7.39 3.73 2.45
F 8.12 5.06 4.05
C 1.24 2.63 -2.51
F 2.29 2.02 -3.03
F 1.63 3.58 -1.71
F 0.51 3.20 -3.53
S 0.31 1.34 -1.38
O 1.32 0.91 -0.38
O -0.96 1.93 -0.93
N -0.09 -0.01 -2.49
S -0.48 -1.14 -1.45
O 0.70 -1.73 -0.81
O -1.65 -0.81 -0.61
C -0.92 -2.53 -2.76
F -1.87 -3.29 -2.19
F -1.63 -2.01 -3.79
F 0.21 -3.15 -3.10
C 8.89 -4.29 -8.22
F 7.95 -4.64 -7.31
F 9.58 -5.35 -8.57
F 8.33 -3.69 -9.29
S 10.16 -3.01 -7.47
O 10.40 -3.41 -6.06
O 11.38 -3.18 -8.34
N 9.21 -1.55 -7.56
S 10.24 -0.46 -7.27
O 10.52 -0.37 -5.81
O 11.45 -0.44 -8.11
C 9.29 1.15 -7.67
F 8.13 1.13 -7.05
F 10.02 2.09 -7.08
F 9.19 1.29 -9.04
C -13.19 -2.43 6.48
F -14.28 -1.60 6.63
F -12.78 -2.71 7.71
F -13.50 -3.54 5.88
S -11.76 -1.48 5.53
O -12.30 -1.03 4.23
O -11.51 -0.38 6.44
N -10.45 -2.61 5.33
S -9.37 -1.94 6.18
O -8.95 -0.65 5.56
O -9.62 -1.92 7.66
C -7.87 -3.24 5.93
F -7.37 -3.15 4.65
F -6.78 -3.06 6.69
F -8.30 -4.47 6.31
C -7.73 -2.79 -10.27
F -7.43 -1.85 -11.20
F -6.87 -3.93 -10.35
F -7.71 -2.35 -8.97
S -9.48 -3.54 -10.72
O -9.53 -3.76 -12.13
O -9.60 -4.75 -9.92
N -10.50 -2.20 -10.12
S -11.82 -2.64 -10.83
O -11.74 -2.41 -12.27
O -12.31 -4.00 -10.53
C -13.11 -1.36 -10.18
F -14.04 -1.32 -11.22
F -13.65 -1.85 -9.05
F -12.56 -0.19 -10.04
C 1.16 -9.86 6.36
F 0.25 -8.91 6.23
F 2.37 -9.41 6.75
F 0.63 -10.71 7.18
S 1.35 -10.69 4.59
O 2.63 -11.41 4.57
O 0.22 -11.63 4.57
N 1.45 -9.35 3.46
S 0.55 -9.76 2.21
O 0.92 -9.02 1.02
O 0.42 -11.21 1.91
C -1.16 -8.93 2.81
F -0.97 -7.60 2.88
F -2.13 -9.10 1.87
F -1.51 -9.43 3.98
```

Mulliken atomic charge list, values in e, 8 entries: number 1, C, carries -1.512; number 2, C, carries 0.060; number 3, C, carries -0.931; number 4, N, carries 0.024; number 5, C, carries -0.551; number 6, C, carries -0.862; number 7, C, carries -0.596; number 8, C, carries -0.687

Record 2
# C58H106O34P4

13 unconnected molecules or ions with the total composition C58H106O34P4 in a non-equilibrium geometry (wB97M-V/def2-TZVPD, OMol25).

## Properties
Maximum force (eV Å⁻¹): 4.47
Spin multiplicity: 1

Geometry as XYZ:
```
202
C58H106O34P4 (wB97M-V/def2-TZVPD)
C 4.50 15.51 -37.86
C 5.59 16.36 -38.24
C 5.99 17.33 -37.32
C 5.20 17.61 -36.24
C 3.99 16.94 -36.03
C 3.74 15.85 -36.78
O 2.68 14.99 -36.32
O 7.19 18.02 -37.43
H 4.29 14.64 -38.48
H 6.16 16.18 -39.14
H 5.61 18.38 -35.61
H 3.50 17.21 -35.11
H 2.90 14.09 -36.59
H 7.27 18.67 -36.73
C 1.76 8.72 -31.57
C 0.87 9.57 -30.91
C -0.36 9.87 -31.45
C -0.75 9.39 -32.73
C 0.14 8.52 -33.33
C 1.37 8.23 -32.81
O 2.17 7.44 -33.53
O -1.23 10.67 -30.72
H 2.71 8.46 -31.13
H 1.05 9.93 -29.91
H -1.68 9.77 -33.13
H -0.01 7.99 -34.26
H 2.18 6.56 -33.15
H -1.75 11.29 -31.25
C 9.61 13.68 -36.88
C 9.15 14.94 -37.33
C 9.97 15.81 -38.00
C 11.27 15.42 -38.19
C 11.78 14.15 -37.72
C 10.93 13.33 -37.07
O 11.56 12.28 -36.39
O 9.54 16.92 -38.54
H 8.93 13.03 -36.36
H 8.13 15.27 -37.18
H 11.76 16.20 -38.73
H 12.77 13.83 -38.03
H 11.26 12.19 -35.48
H 8.70 17.32 -38.30
C 6.31 9.79 -26.26
C 5.36 9.47 -27.28
C 5.47 8.27 -27.91
C 6.35 7.27 -27.51
C 7.10 7.51 -26.33
C 7.11 8.82 -25.77
O 8.21 9.20 -24.98
O 4.54 8.07 -28.91
H 6.33 10.75 -25.78
H 4.66 10.17 -27.72
H 6.24 6.33 -28.03
H 7.78 6.73 -26.05
H 8.40 8.36 -24.56
H 4.63 7.29 -29.47
C 9.92 13.15 -32.89
C 9.99 14.45 -32.36
C 11.11 15.10 -32.28
C 12.33 14.61 -32.73
C 12.30 13.35 -33.38
C 11.10 12.61 -33.33
O 11.13 11.37 -33.87
O 11.10 16.30 -31.69
H 8.94 12.69 -32.89
H 9.18 15.03 -31.93
H 13.23 15.21 -32.75
H 13.29 13.01 -33.63
H 10.42 10.73 -34.00
H 11.66 16.31 -30.90
C -1.65 10.30 -26.46
O -0.50 11.08 -26.79
P 0.87 10.95 -25.91
O 0.78 11.59 -24.57
O 0.95 9.28 -25.91
C 1.46 8.57 -27.09
O 2.02 11.39 -27.00
C 2.52 12.71 -26.90
H -1.82 9.54 -27.23
H -2.53 10.93 -26.39
H -1.44 9.85 -25.49
H 0.74 7.79 -27.31
H 2.51 8.33 -26.94
H 1.40 9.20 -27.98
H 1.97 13.47 -26.34
H 2.63 13.15 -27.89
H 3.59 12.66 -26.70
C 10.18 5.70 -34.41
O 9.58 6.55 -33.48
P 10.24 7.99 -33.15
O 10.03 8.96 -34.23
O 9.53 8.41 -31.75
C 8.17 8.87 -31.80
O 11.83 7.50 -32.67
C 12.98 8.13 -33.17
H 10.65 4.84 -33.94
H 10.97 6.28 -34.89
H 9.51 5.37 -35.21
H 8.20 9.95 -31.66
H 7.50 8.59 -30.98
H 7.61 8.73 -32.72
H 12.58 8.78 -33.95
H 13.63 7.58 -33.85
H 13.62 8.65 -32.46
C 6.71 12.11 -29.85
O 6.85 12.02 -31.22
P 5.87 13.01 -32.07
O 5.94 14.43 -31.59
O 4.35 12.38 -32.17
C 3.36 12.64 -31.17
O 6.42 12.80 -33.60
C 5.70 13.18 -34.79
H 7.19 13.02 -29.48
H 7.14 11.18 -29.48
H 5.70 12.07 -29.45
H 2.88 11.79 -30.69
H 2.56 13.17 -31.69
H 3.75 13.32 -30.41
H 4.71 13.57 -34.54
H 5.61 12.29 -35.42
H 6.24 13.86 -35.43
C -0.02 11.49 -37.36
O 1.16 12.07 -37.03
P 2.59 11.61 -37.52
O 3.58 12.55 -36.99
O 2.39 11.80 -39.12
C 3.26 11.18 -40.08
O 2.64 10.13 -37.14
C 2.44 9.71 -35.80
H -0.36 10.82 -36.57
H -0.16 11.06 -38.35
H -0.54 12.45 -37.45
H 3.30 10.12 -39.80
H 4.25 11.62 -40.12
H 2.87 11.09 -41.10
H 3.23 9.92 -35.07
H 2.52 8.63 -35.91
H 1.47 9.95 -35.36
C 8.15 21.02 -36.91
O 7.62 20.14 -36.01
C 8.28 20.15 -34.72
C 7.70 19.03 -33.80
O 8.10 17.71 -34.19
C 7.38 16.80 -33.35
H 7.63 21.93 -36.60
H 7.75 20.91 -37.92
H 9.23 21.03 -37.05
H 8.13 21.09 -34.19
H 9.32 19.91 -34.93
H 6.62 19.08 -33.66
H 8.01 19.12 -32.76
H 6.37 16.66 -33.73
H 7.27 17.00 -32.29
H 7.88 15.83 -33.38
C 0.07 13.84 -29.46
O 0.64 14.88 -28.58
C -0.37 15.46 -27.79
C 0.33 16.34 -26.67
O 1.09 15.47 -25.76
C 2.13 16.12 -24.98
H -0.69 13.17 -29.06
H 0.98 13.27 -29.64
H -0.40 14.05 -30.42
H -0.97 14.64 -27.39
H -1.13 15.98 -28.38
H -0.37 16.95 -26.09
H 1.03 16.97 -27.21
H 3.02 15.51 -24.85
H 1.70 16.10 -23.98
H 2.36 17.11 -25.36
C 6.69 16.76 -29.19
O 7.61 17.58 -28.47
C 8.84 17.04 -28.07
C 9.64 18.04 -27.21
O 8.86 18.52 -26.17
C 9.42 19.56 -25.33
H 6.56 15.76 -28.77
H 7.12 16.62 -30.18
H 5.72 17.21 -29.40
H 9.54 16.81 -28.88
H 8.60 16.16 -27.48
H 9.87 18.93 -27.80
H 10.56 17.52 -26.93
H 8.63 19.86 -24.64
H 9.68 20.40 -25.97
H 10.31 19.30 -24.75
C 7.49 9.94 -35.51
O 6.54 8.95 -34.98
C 6.33 7.71 -35.71
C 5.63 7.88 -37.10
O 5.77 6.63 -37.77
C 4.64 6.37 -38.56
H 8.02 10.42 -34.69
H 7.07 10.55 -36.31
H 8.35 9.37 -35.88
H 5.65 7.11 -35.11
H 7.29 7.18 -35.76
H 6.25 8.61 -37.64
H 4.60 8.20 -36.99
H 3.70 6.43 -38.02
H 4.68 5.36 -38.96
H 4.78 7.03 -39.42
```

Mulliken atomic charge list, values in e, 8 entries: number 1, C, carries -0.279; number 2, C, carries -0.495; number 3, C, carries 0.396; number 4, C, carries -0.349; number 5, C, carries -0.415; number 6, C, carries 0.116; number 7, O, carries -0.590; number 8, O, carries -0.588

Calculated HOMO level (Eh), listed in the same order as above: -0.33582; -0.26229